No. 1
Below is a cluster of 13 separate species, C31H64O19 in total, with properties calculated with ωB97M-V with the def2-TZVPD basis set.

Output
Orbital gap in eV: 10.3
Largest force on an atom in eV Å⁻¹: 3.955

```
! wB97M-V def2-TZVPD RIJCOSX def2/J DEFGRID3
* xyz 0 1
C 2.31 -4.50 5.41
O 1.88 -4.17 4.08
H 1.88 -5.44 5.73
H 3.40 -4.66 5.32
H 1.90 -3.77 6.19
H 0.98 -3.85 4.12
C -1.59 -3.57 -5.48
O -0.90 -2.45 -4.94
H -1.73 -4.28 -4.69
H -2.54 -3.34 -5.95
H -0.96 -4.13 -6.18
H -1.32 -1.61 -5.19
C 3.20 -1.77 -2.52
O 2.11 -0.78 -2.68
H 3.29 -2.19 -1.54
H 3.06 -2.54 -3.24
H 4.13 -1.27 -2.72
H 1.71 -0.68 -1.81
C 0.56 -0.48 4.52
O -0.80 -0.25 4.53
H 0.87 -1.47 4.76
H 0.97 -0.22 3.50
H 1.02 0.14 5.16
H -1.16 -0.67 5.30
C -2.88 -1.01 -2.13
O -1.94 -1.61 -1.25
H -2.59 -0.06 -2.62
H -3.09 -1.66 -3.00
H -3.87 -0.85 -1.60
H -1.21 -1.82 -1.77
C 1.12 4.43 -1.50
O 0.70 3.37 -2.39
H 1.92 5.05 -1.96
H 0.27 5.08 -1.32
H 1.56 3.97 -0.61
H -0.25 3.35 -2.16
C 0.18 0.66 0.09
O 0.90 -0.42 0.56
H -0.84 0.55 0.40
H 0.54 1.51 0.61
H 0.15 0.77 -1.03
H 0.72 -1.29 0.25
O 0.98 -3.00 -0.83
C 1.10 -4.17 -0.81
O 1.56 -4.79 -1.94
C 1.91 -6.18 -1.64
C 1.85 -6.26 -0.13
C 0.94 -5.17 0.31
H 2.91 -6.32 -2.03
H 1.21 -6.79 -2.22
H 2.86 -6.25 0.33
H 1.51 -7.31 0.02
H 1.30 -4.69 1.21
H -0.07 -5.47 0.38
O -2.27 3.94 -1.48
C -2.90 3.45 -0.59
O -2.35 3.19 0.61
C -3.38 2.65 1.52
C -4.65 3.27 1.00
C -4.38 3.33 -0.48
H -3.16 3.03 2.54
H -3.35 1.61 1.61
H -4.85 4.26 1.49
H -5.54 2.77 1.34
H -4.76 4.25 -1.01
H -4.71 2.48 -1.05
O 3.49 2.91 1.66
C 4.07 2.26 0.85
O 5.36 1.86 1.10
C 6.00 1.44 -0.17
C 4.97 1.70 -1.28
C 3.68 1.77 -0.53
H 6.24 0.41 0.09
H 6.85 2.09 -0.20
H 4.96 0.94 -2.05
H 5.17 2.68 -1.69
H 3.25 0.79 -0.36
H 2.98 2.47 -1.02
O -1.02 -3.53 4.32
C -1.82 -2.96 3.64
O -3.03 -2.60 4.14
C -3.93 -2.08 3.12
C -2.91 -1.66 1.98
C -1.68 -2.51 2.23
H -4.58 -1.24 3.41
H -4.57 -2.86 2.82
H -2.55 -0.65 2.06
H -3.28 -1.75 0.93
H -0.82 -1.87 2.07
H -1.48 -3.33 1.55
O -4.10 3.81 4.77
C -2.97 4.18 4.51
O -2.77 4.95 3.43
C -1.38 5.33 3.21
C -0.69 4.96 4.57
C -1.68 3.87 5.16
H -1.42 6.43 3.08
H -1.08 4.77 2.39
H -0.71 5.73 5.25
H 0.34 4.63 4.51
H -1.66 3.91 6.29
H -1.33 2.87 4.85
O 0.52 -0.14 -7.92
C 0.51 0.48 -6.90
O -0.52 0.52 -6.01
C -0.32 1.44 -4.95
C 1.15 1.99 -5.12
C 1.64 1.43 -6.42
H -0.38 0.89 -4.00
H -1.09 2.18 -4.98
H 1.76 1.68 -4.29
H 1.15 3.10 -5.02
H 2.45 0.73 -6.26
H 1.85 2.10 -7.24
*
```

Atom charges from the Mulliken analysis, given in e for atoms 1 to 4: atom 1 (C): -0.588, atom 2 (O): -0.412, atom 3 (H): 0.269, atom 4 (H): 0.226


No. 2
Below is a cluster of 5 separate species, C31H65FN3O13 in total, with properties calculated with ωB97M-V with the def2-TZVPD basis set.

Output
Orbital gap in eV: 5.7
Largest force on an atom in eV Å⁻¹: 12.235

```
! wB97M-V def2-TZVPD RIJCOSX def2/J DEFGRID3
* xyz 1 1
C 8.99 3.82 1.21
C 7.81 3.66 0.07
F 6.60 4.37 0.63
C 7.46 2.10 -0.31
C 5.81 1.94 -0.29
C 4.83 1.04 0.67
N 3.38 1.31 0.27
C 3.47 2.33 -0.88
N 2.15 2.84 -1.49
C 1.80 3.89 -0.64
O 1.73 5.10 -0.02
N 4.89 2.71 -1.25
H 10.01 3.31 0.91
H 9.25 4.96 1.46
H 8.61 3.32 2.21
H 8.05 4.23 -0.94
H 7.85 1.83 -1.40
H 7.88 1.33 0.48
H 5.17 0.30 1.53
H 2.48 0.92 0.66
H 5.20 3.39 -2.00
C -3.53 -2.89 -3.62
O -3.14 -1.99 -2.59
C -2.81 -2.66 -1.38
C -1.86 -1.81 -0.54
O -0.50 -1.88 -0.99
C -0.21 -1.17 -2.20
C -0.19 0.35 -2.02
O -1.53 0.86 -2.00
C -1.61 2.14 -1.38
H -4.43 -3.43 -3.32
H -3.75 -2.31 -4.52
H -2.72 -3.58 -3.84
H -2.35 -3.63 -1.59
H -3.75 -2.82 -0.83
H -1.85 -2.22 0.48
H -2.20 -0.78 -0.45
H -0.88 -1.48 -3.01
H 0.80 -1.48 -2.49
H 0.32 0.82 -2.87
H 0.33 0.60 -1.09
H -1.26 2.07 -0.34
H -2.65 2.45 -1.37
H -1.01 2.87 -1.93
C -0.90 -6.15 1.50
O -1.71 -5.95 2.64
C -1.98 -4.57 2.88
C -3.28 -4.41 3.68
O -4.46 -4.54 2.87
C -4.77 -5.87 2.44
C -5.32 -6.75 3.56
O -4.25 -7.23 4.38
C -4.69 -7.63 5.66
H 0.08 -5.67 1.64
H -0.75 -7.23 1.36
H -1.39 -5.75 0.60
H -2.06 -4.02 1.93
H -1.14 -4.17 3.46
H -3.31 -3.38 4.07
H -3.32 -5.07 4.54
H -3.93 -6.33 1.93
H -5.57 -5.75 1.69
H -5.83 -7.62 3.13
H -6.03 -6.17 4.16
H -5.15 -6.79 6.19
H -3.82 -7.96 6.24
H -5.40 -8.46 5.58
C 1.83 2.84 3.16
O 2.01 1.67 3.93
C 3.38 1.48 4.31
C 3.46 0.62 5.58
O 3.19 1.37 6.78
C 1.82 1.72 6.99
C 0.95 0.53 7.40
O 0.60 -0.25 6.26
C 0.23 -1.57 6.60
H 2.40 2.78 2.22
H 0.77 2.94 2.92
H 2.14 3.73 3.72
H 3.87 2.44 4.49
H 3.88 0.96 3.48
H 4.50 0.28 5.68
H 2.84 -0.27 5.52
H 1.41 2.25 6.13
H 1.83 2.43 7.83
H 0.02 0.89 7.85
H 1.49 -0.08 8.13
H 1.06 -2.09 7.11
H 0.01 -2.12 5.68
H -0.66 -1.57 7.24
C -2.66 6.26 -8.28
O -2.54 4.86 -8.15
C -1.38 4.35 -8.80
C -0.95 3.02 -8.17
O -0.23 3.19 -6.93
C -1.02 3.59 -5.80
C -1.91 2.46 -5.27
O -3.07 2.31 -6.07
C -3.67 1.03 -5.94
H -2.75 6.54 -9.34
H -3.55 6.59 -7.75
H -1.79 6.76 -7.84
H -0.55 5.07 -8.73
H -1.63 4.18 -9.85
H -0.24 2.53 -8.85
H -1.79 2.33 -8.04
H -1.60 4.49 -6.02
H -0.30 3.85 -5.02
H -2.24 2.70 -4.25
H -1.33 1.52 -5.25
H -2.96 0.25 -6.23
H -4.53 0.98 -6.60
H -4.00 0.87 -4.91
*
```

Atom charges from the Mulliken analysis, given in e for atoms 1 to 4: atom 1 (C): -1.077, atom 2 (C): 0.393, atom 3 (F): -0.333, atom 4 (C): -0.684


No. 3
Below is a cluster of 5 separate species, C31H66BCl2IN2O20P in total, with properties calculated with ωB97M-V with the def2-TZVPD basis set.

Output
Orbital gap in eV: 6.9
Largest force on an atom in eV Å⁻¹: 3.510

```
! wB97M-V def2-TZVPD RIJCOSX def2/J DEFGRID3
* xyz -1 1
C -3.50 7.45 3.48
O -4.87 7.45 3.05
C -5.32 6.09 2.76
C -4.94 5.81 1.24
C -5.07 4.28 0.80
C -4.14 3.27 1.62
C -2.59 3.64 1.64
C -1.72 3.11 0.41
N -2.37 1.98 -0.34
O -0.67 2.36 1.10
P 0.94 3.00 0.89
Cl 1.22 1.40 -0.54
I 0.65 4.88 2.59
C 1.74 2.06 2.36
C 1.36 0.52 2.50
C 2.56 -0.50 2.21
Cl 3.35 -0.94 3.82
O 2.51 3.73 0.67
B 3.18 3.36 -0.54
O 4.31 2.44 -0.40
O 2.92 3.84 -1.87
O 0.41 4.18 -0.24
C -1.01 4.20 -0.57
C -0.99 3.67 -2.07
N -0.14 4.45 -2.99
O -1.34 5.55 -0.27
C -2.22 6.20 -1.20
C -1.41 7.21 -2.17
C -0.16 7.82 -1.41
O -2.33 8.33 -2.42
H -3.17 8.45 3.91
H -3.26 6.61 4.22
H -2.80 7.27 2.59
H -4.89 5.34 3.50
H -6.46 6.15 2.81
H -5.62 6.42 0.56
H -3.89 6.19 1.08
H -6.15 3.97 1.01
H -4.93 4.11 -0.32
H -4.49 3.33 2.71
H -4.38 2.22 1.28
H -2.17 3.18 2.59
H -2.52 4.77 1.81
H -2.56 1.20 0.29
H -3.23 2.32 -0.80
H 2.87 2.12 2.22
H 1.53 2.59 3.34
H 1.07 0.35 3.59
H 0.47 0.18 1.88
H 3.29 -0.14 1.43
H 2.07 -1.46 1.84
H 3.99 1.81 0.28
H 3.50 4.58 -2.12
H -0.69 2.58 -2.17
H -2.06 3.72 -2.48
H 0.45 3.86 -3.58
H 0.38 5.20 -2.53
H -2.89 6.90 -0.58
H -2.94 5.52 -1.76
H -1.20 6.77 -3.18
H 0.57 7.05 -1.00
H 0.44 8.49 -2.12
H -0.46 8.48 -0.52
H -2.11 9.03 -1.78
C -1.66 -5.77 3.67
C -0.99 -6.16 2.36
O -1.48 -5.36 1.28
C -0.98 -4.12 1.20
O -0.16 -3.63 1.95
O -1.55 -3.50 0.16
C -1.17 -2.13 0.02
H -2.75 -5.81 3.57
H -1.36 -6.44 4.47
H -1.41 -4.74 3.95
H -1.24 -7.19 2.13
H 0.10 -6.09 2.43
H -0.08 -2.02 0.00
H -1.59 -1.54 0.84
H -1.57 -1.76 -0.92
C 2.89 -4.09 1.04
C 2.13 -4.59 -0.17
O 3.03 -5.03 -1.20
C 3.57 -6.24 -1.00
O 3.36 -6.98 -0.07
O 4.42 -6.49 -2.03
C 5.13 -7.71 -1.90
H 3.61 -3.33 0.76
H 2.20 -3.67 1.78
H 3.45 -4.90 1.52
H 1.55 -3.76 -0.60
H 1.43 -5.38 0.09
H 4.46 -8.55 -1.73
H 5.86 -7.64 -1.09
H 5.67 -7.88 -2.83
C -9.75 -0.24 -0.37
C -8.52 0.44 0.20
O -7.55 -0.53 0.63
C -6.82 -1.09 -0.35
O -6.90 -0.84 -1.53
O -5.99 -1.99 0.21
C -5.21 -2.72 -0.74
H -10.15 -0.96 0.34
H -10.52 0.50 -0.61
H -9.50 -0.79 -1.28
H -8.80 1.01 1.09
H -8.07 1.14 -0.51
H -4.68 -2.05 -1.41
H -5.86 -3.40 -1.30
H -4.49 -3.31 -0.18
C 9.37 -5.19 -1.52
C 8.61 -5.68 -2.74
O 9.50 -6.12 -3.76
C 10.04 -7.34 -3.58
O 9.83 -8.08 -2.64
O 10.88 -7.59 -4.60
C 11.59 -8.82 -4.48
H 10.10 -4.43 -1.81
H 8.69 -4.77 -0.78
H 9.93 -6.01 -1.05
H 8.03 -4.85 -3.16
H 7.90 -6.47 -2.48
H 10.91 -9.65 -4.31
H 12.31 -8.75 -3.67
H 12.12 -8.98 -5.41
*
```

Atom charges from the Mulliken analysis, given in e for atoms 1 to 4: atom 1 (C): -0.299, atom 2 (O): -0.412, atom 3 (C): -0.568, atom 4 (C): 0.472


The lowest orbital gap belongs to which entry? C31H65FN3O13